{
  "formula": "C19H40FeN4OSi2",
  "method": "the ωB97M-V functional and the def2-TZVPD basis",
  "species": ["Fe", "C", "Si", "C", "C", "C", "C", "C", "C", "C", "C", "N", "Si", "C", "C", "C", "H", "H", "H", "H", "H", "H", "H", "H", "H", "H", "H", "H", "H", "H", "H", "H", "H", "H", "H", "H", "H", "H", "N", "C", "O", "C", "C", "H", "H", "H", "H", "H", "H", "C", "C", "C", "C", "N", "N", "H", "H", "H", "H", "H", "H", "H", "H", "H", "H", "H", "H"],
  "coordinates": [[0.665, -0.110, -0.163], [-1.336, -3.485, -3.805], [-0.879, -2.921, -2.084], [0.993, -2.883, -1.964], [-1.551, -4.059, -0.766], [-1.540, -1.181, -1.762], [-2.238, -0.890, -0.485], [-3.581, -1.233, -0.314], [-4.231, -0.875, 0.851], [-3.544, -0.159, 1.821], [-2.221, 0.149, 1.585], [-1.575, -0.216, 0.473], [-1.645, 0.257, -2.973], [-3.429, 0.602, -3.411], [-0.956, 1.827, -2.153], [-0.699, -0.112, -4.548], [-0.963, -4.499, -3.979], [-0.900, -2.836, -4.567], [-2.421, -3.499, -3.952], [1.398, -3.873, -2.202], [1.327, -2.651, -0.954], [1.455, -2.173, -2.658], [-1.083, -5.044, -0.829], [-2.632, -4.197, -0.863], [-1.356, -3.657, 0.233], [-4.098, -1.762, -1.106], [-5.269, -1.142, 0.998], [-4.027, 0.154, 2.736], [-1.639, 0.715, 2.303], [-4.040, 0.774, -2.520], [-3.871, -0.226, -3.971], [-3.489, 1.498, -4.036], [-0.331, 1.650, -1.274], [-1.780, 2.457, -1.808], [-0.367, 2.418, -2.861], [-1.285, -0.776, -5.189], [0.271, -0.590, -4.374], [-0.537, 0.814, -5.110], [2.606, 2.188, 2.819], [2.032, 1.278, 2.019], [1.379, 1.617, 1.026], [2.242, -0.191, 2.352], [1.365, -1.139, 1.543], [2.469, 3.167, 2.633], [3.124, 1.923, 3.638], [2.081, -0.309, 3.429], [3.300, -0.403, 2.177], [0.388, -1.293, 2.008], [1.867, -2.082, 1.346], [3.266, -0.059, -4.521], [3.996, 0.368, -3.251], [5.304, -0.402, -3.115], [4.281, 1.872, -3.289], [3.178, -0.034, -2.085], [2.040, 0.783, -1.820], [3.878, 0.156, -5.399], [2.320, 0.478, -4.646], [3.063, -1.132, -4.495], [5.902, -0.291, -4.020], [5.105, -1.466, -2.962], [5.890, -0.028, -2.272], [4.982, 2.093, -4.097], [4.739, 2.208, -2.353], [3.378, 2.459, -3.474], [3.748, -0.044, -1.249], [1.490, 0.826, -2.671], [2.293, 1.737, -1.574]],
  "atomic_forces_ev_per_a": [[0.4, 0.1, 0.7], [-0.2, 0.0, 0.0], [0.2, -0.1, 0.0], [0.0, 0.0, -0.2], [-0.1, 0.1, 0.0], [0.0, 0.2, 0.3], [-0.3, 0.1, 0.0], [0.0, -0.1, -0.1], [0.0, 0.0, -0.1], [0.0, 0.0, 0.1], [0.2, 0.0, 0.1], [0.5, 0.0, -0.9], [0.1, 0.2, -0.2], [-0.1, -0.1, 0.1], [-0.1, -0.1, 0.0], [0.0, 0.0, 0.0], [0.0, 0.1, 0.1], [0.0, -0.1, 0.0], [0.1, 0.0, 0.0], [-0.1, 0.0, 0.0], [0.1, 0.1, 0.1], [0.0, 0.0, 0.1], [0.0, 0.1, 0.0], [0.1, 0.0, 0.0], [0.0, 0.0, 0.0], [0.0, 0.0, 0.1], [0.0, 0.0, 0.0], [0.1, 0.0, 0.0], [0.0, -0.1, 0.0], [0.0, 0.0, -0.1], [0.0, 0.0, 0.0], [0.0, 0.0, 0.0], [0.0, 0.2, 0.0], [0.0, 0.0, 0.0], [0.0, 0.0, 0.0], [0.1, 0.0, 0.0], [-0.1, 0.1, 0.0], [0.0, -0.1, 0.1], [-0.2, 0.0, -0.2], [0.2, -0.4, 0.2], [-0.3, 0.2, -0.4], [-0.2, 0.0, 0.2], [-0.2, 0.6, -1.0], [0.0, 0.0, 0.0], [0.0, -0.1, 0.0], [0.1, 0.0, 0.1], [0.0, 0.0, 0.0], [0.2, -0.3, 0.3], [-0.1, -0.1, 0.2], [0.0, -0.1, 0.0], [0.1, 0.2, -0.1], [0.0, -0.1, 0.0], [0.1, 0.0, 0.0], [0.0, -0.2, -0.1], [-0.6, -0.5, 0.5], [-0.1, 0.0, 0.0], [0.0, 0.0, 0.0], [0.0, 0.1, 0.0], [0.0, 0.0, 0.1], [0.0, 0.0, 0.0], [0.0, 0.0, 0.0], [0.0, 0.0, 0.0], [0.0, 0.0, 0.0], [0.0, 0.0, 0.0], [0.0, 0.0, 0.1], [0.0, 0.0, -0.1], [0.0, 0.2, 0.0]],
  "lowdin_spin": [3.724, 0.016, 0.073, 0.040, 0.000, 0.587, 0.081, 0.022, 0.005, 0.003, 0.006, 0.052, 0.075, 0.024, 0.029, -0.002, 0.002, 0.000, 0.000, 0.006, 0.006, 0.000, 0.000, 0.000, 0.000, 0.004, 0.000, 0.000, 0.000, 0.000, 0.000, 0.003, 0.004, 0.001, 0.002, 0.000, 0.000, 0.000, 0.001, 0.007, 0.043, 0.020, 0.096, 0.000, 0.000, 0.003, 0.000, 0.012, 0.014, 0.000, 0.001, 0.000, 0.000, 0.004, 0.029, 0.000, 0.000, 0.000, 0.000, 0.000, 0.000, 0.000, 0.000, 0.000, 0.001, 0.002, 0.001],
  "homo_lumo_gap_ha": [0.320, 0.269],
  "total_charge": 1,
  "homo_ev": [-10.644, -11.447],
  "total_energy_ev": -78498.1052,
  "de_lowest_kj_mol": 2.3,
  "multiplicity": 6,
  "lumo_energy_ev": [-1.939, -4.138],
  "fmax_ha_per_bohr": 0.023
}

---

{
  "formula": "C19H36Cl2NO34S9",
  "method": "the ωB97M-V functional and the def2-TZVPD basis",
  "species": ["C", "C", "Cl", "C", "Cl", "S", "O", "N", "O", "H", "H", "H", "H", "C", "C", "O", "S", "O", "O", "O", "H", "H", "H", "H", "C", "C", "O", "S", "O", "O", "O", "H", "H", "H", "H", "C", "C", "O", "S", "O", "O", "O", "H", "H", "H", "H", "C", "C", "O", "S", "O", "O", "O", "H", "H", "H", "H", "C", "C", "O", "S", "O", "O", "O", "H", "H", "H", "H", "C", "C", "O", "S", "O", "O", "O", "H", "H", "H", "H", "C", "C", "O", "S", "O", "O", "O", "H", "H", "H", "H", "C", "C", "O", "S", "O", "O", "O", "H", "H", "H", "H"],
  "coordinates": [[-2.636, 0.225, 1.420], [-2.023, 0.479, 0.080], [-2.287, 2.020, -0.611], [-1.331, -0.477, -0.571], [-1.123, -2.053, 0.069], [-0.568, -0.318, -2.149], [0.010, 1.172, -2.384], [0.921, 1.548, -1.183], [1.984, 1.659, -1.554], [-2.824, 1.152, 1.955], [-1.953, -0.373, 2.019], [-3.564, -0.321, 1.235], [-1.611, -0.428, -3.021], [-3.941, 7.067, -0.545], [-5.144, 6.410, -1.189], [-5.296, 5.171, -0.482], [-4.840, 5.368, 1.045], [-5.980, 5.599, 1.840], [-3.896, 4.350, 1.358], [-4.065, 6.758, 0.847], [-3.007, 6.637, -0.911], [-3.923, 8.143, -0.691], [-5.001, 6.227, -2.250], [-6.051, 7.000, -1.041], [-11.065, 3.475, 1.487], [-11.001, 4.017, 2.898], [-9.724, 4.661, 2.977], [-9.342, 5.279, 1.547], [-9.685, 6.654, 1.534], [-8.046, 4.832, 1.199], [-10.442, 4.482, 0.683], [-10.490, 2.552, 1.387], [-12.085, 3.303, 1.153], [-11.079, 3.237, 3.651], [-11.774, 4.768, 3.072], [-4.590, -5.123, 0.067], [-5.706, -4.962, -0.940], [-6.283, -3.684, -0.630], [-5.152, -2.699, -0.092], [-4.696, -1.882, -1.165], [-5.580, -2.149, 1.140], [-4.027, -3.806, 0.198], [-4.973, -5.428, 1.042], [-3.831, -5.828, -0.260], [-6.454, -5.745, -0.866], [-5.322, -4.923, -1.962], [4.468, -3.199, -0.622], [3.242, -2.355, -0.873], [2.156, -3.124, -0.333], [2.684, -3.962, 0.940], [2.348, -3.246, 2.119], [2.329, -5.319, 0.754], [4.243, -3.786, 0.673], [4.555, -3.999, -1.347], [5.381, -2.612, -0.617], [3.084, -2.157, -1.930], [3.291, -1.408, -0.326], [1.088, 5.118, -1.074], [-0.045, 5.178, -2.080], [-0.673, 6.435, -1.839], [0.432, 7.507, -1.356], [0.838, 8.274, -2.471], [-0.025, 8.097, -0.156], [1.597, 6.450, -1.020], [0.723, 4.850, -0.079], [1.874, 4.428, -1.370], [-0.759, 4.366, -1.957], [0.333, 5.176, -3.105], [6.920, -6.689, -4.184], [5.839, -6.547, -5.231], [5.203, -5.296, -4.916], [6.281, -4.283, -4.313], [6.735, -3.428, -5.343], [5.794, -3.781, -3.072], [7.427, -5.356, -4.007], [6.513, -7.030, -3.230], [7.717, -7.358, -4.495], [5.118, -7.358, -5.201], [6.260, -6.471, -6.234], [8.658, -3.665, -1.263], [9.815, -2.700, -1.128], [9.300, -1.654, -0.288], [8.254, -2.267, 0.756], [8.903, -2.495, 1.990], [7.048, -1.519, 0.669], [8.036, -3.679, 0.029], [7.924, -3.312, -1.986], [8.983, -4.665, -1.536], [10.139, -2.297, -2.083], [10.665, -3.161, -0.622], [2.357, -1.725, 4.937], [3.537, -0.783, 5.014], [3.078, 0.296, 5.837], [2.045, -0.265, 6.931], [2.734, -0.480, 8.148], [0.863, 0.513, 6.863], [1.775, -1.690, 6.245], [1.612, -1.373, 4.220], [2.651, -2.738, 4.681], [3.844, -0.415, 4.039], [4.390, -1.252, 5.509]],
  "atomic_forces_ev_per_a": [[0.4, 0.2, -0.2], [-0.1, -0.1, 0.1], [-0.1, -0.1, 0.0], [-0.4, 0.6, 0.0], [0.2, 0.0, -0.2], [0.6, -0.8, 0.2], [-1.4, -1.0, -1.2], [1.9, 0.4, 0.9], [-0.8, 0.1, 0.3], [-0.2, 0.1, -0.2], [-0.1, -0.2, 0.0], [-0.1, 0.0, 0.3], [0.0, 0.8, 0.2], [0.3, -0.1, -0.3], [-0.4, 0.4, 0.1], [0.5, -0.1, 0.0], [-0.1, 0.5, -0.2], [1.1, 0.2, 0.7], [0.0, -0.3, -0.1], [-0.3, -0.1, 0.0], [0.0, 0.0, 0.0], [0.0, 0.0, 0.2], [0.0, -0.2, 0.0], [0.0, 0.0, 0.0], [0.2, -0.4, 0.1], [-0.4, 0.3, 0.0], [0.2, -0.3, -0.3], [-0.3, -0.3, 0.2], [0.1, 0.2, -0.2], [-0.9, -0.3, -0.3], [-0.1, 0.2, 0.2], [0.0, 0.0, 0.0], [0.0, 0.2, -0.1], [0.2, 0.0, 0.1], [0.0, 0.0, 0.0], [-0.2, -0.3, 0.4], [0.3, -0.1, -0.5], [0.1, 0.1, 0.3], [0.0, -0.8, -0.1], [0.2, 0.3, 0.2], [0.0, 0.4, 0.0], [-0.2, 0.1, -0.4], [0.0, 0.0, 0.0], [0.2, 0.2, 0.0], [-0.2, 0.2, 0.1], [0.0, 0.0, 0.0], [0.1, -0.2, -0.3], [0.1, 0.4, 0.2], [0.1, -0.3, 0.0], [0.6, 0.2, -0.5], [-0.2, -0.1, 0.2], [-0.4, -0.1, 0.2], [-0.4, 0.4, 0.2], [-0.1, 0.0, 0.0], [0.0, -0.1, 0.3], [-0.2, -0.2, 0.0], [0.1, 0.0, 0.0], [-0.3, -0.2, 0.4], [0.3, -0.1, -0.5], [0.1, -0.1, 0.4], [0.1, -0.2, 0.0], [0.1, 0.1, 0.0], [-0.2, 0.1, 0.0], [-0.1, 0.0, -0.3], [0.0, 0.0, 0.0], [0.2, 0.2, -0.1], [-0.2, 0.2, 0.1], [0.0, -0.1, 0.0], [-0.2, -0.3, 0.3], [0.3, -0.1, -0.4], [0.0, 0.1, 0.5], [0.1, -0.8, -0.4], [0.1, 0.4, 0.2], [0.0, 0.3, -0.3], [-0.1, 0.1, -0.2], [0.0, 0.0, 0.0], [0.2, 0.2, 0.0], [-0.2, 0.2, 0.1], [0.0, 0.0, 0.0], [-0.1, 0.1, -0.5], [0.3, -0.3, 0.2], [-0.4, 0.0, -0.1], [0.4, -0.2, -0.4], [-0.2, 0.0, 0.2], [-0.1, 0.2, 0.1], [0.2, 0.1, 0.1], [0.0, 0.0, 0.0], [-0.1, -0.1, 0.2], [-0.1, 0.2, 0.1], [0.0, 0.0, 0.0], [-0.2, 0.1, -0.4], [0.3, -0.3, 0.2], [-0.4, 0.0, -0.1], [0.2, -0.2, -0.3], [-0.1, 0.0, 0.2], [0.0, 0.2, 0.1], [0.3, 0.1, 0.1], [0.0, 0.0, 0.0], [-0.1, -0.1, 0.2], [-0.1, 0.2, 0.1], [0.0, 0.0, 0.0]],
  "mulliken_charge": [-1.218, 0.759, -0.040, -0.005, -0.041, 0.249, -0.199, 0.407, -0.164, 0.395, 0.398, 0.223, 0.245, 0.015, -0.333, -0.312, 1.048, -0.480, -0.492, -0.337, -0.059, 0.338, 0.336, 0.276, -0.308, -0.336, -0.312, 1.064, -0.576, -0.373, -0.328, 0.261, 0.310, 0.306, 0.295, -0.339, -0.380, -0.307, 1.087, -0.527, -0.542, -0.202, 0.289, 0.325, 0.320, 0.270, 0.012, -0.397, -0.247, 0.887, -0.360, -0.589, -0.162, 0.169, 0.082, 0.353, 0.266, -0.309, -0.118, -0.309, 1.079, -0.534, -0.503, -0.333, 0.319, 0.248, 0.137, 0.318, -0.284, -0.384, -0.310, 0.990, -0.592, -0.339, -0.309, 0.282, 0.320, 0.323, 0.302, 0.055, -0.411, -0.339, 1.114, -0.549, -0.539, -0.300, -0.039, 0.350, 0.318, 0.317, -0.165, -0.295, -0.326, 1.079, -0.519, -0.534, -0.315, 0.200, 0.268, 0.284, 0.327],
  "homo_lumo_gap_ha": 0.241,
  "total_charge": 1,
  "homo_ev": -12.146,
  "total_energy_ev": -213934.0201,
  "de_lowest_kj_mol": 0.0,
  "lumo_energy_ev": -5.600,
  "fmax_ha_per_bohr": 0.042
}